19
Properties=species:S:1:pos:R:3 method="wB97M-V/def2-TZVPD" spin_multiplicity=1 smiles=C[C@@H]1OCC[C@@H]1C total_charge=0 orbital_gap_ev=10.37 e_lumo_ha=0.0389 e_homo_ha=-0.34214 largest_force_ev_per_a=2.43 de_lowest_kj_mol=275.20
C -0.7897 -1.6047 -0.5508
C -0.5652 -0.1100 -0.5111
C -1.3586 0.5733 0.9062
C -0.5105 1.8035 1.0553
O 0.9431 1.5477 0.1876
C 0.9073 0.3684 -0.6345
C 2.0927 -0.5574 -0.2763
H -1.8524 -1.8413 -0.6274
H -0.2705 -2.1592 -1.3402
H -0.4382 -1.9707 0.4133
H -1.0930 0.4440 -1.3098
H -1.4208 0.0756 1.8990
H -2.4392 0.7137 0.6429
H -0.4123 2.1984 2.1114
H -0.8799 2.5729 0.4144
H 0.9034 0.3736 -1.8127
H 1.8766 -1.1050 0.6387
H 2.2503 -1.2799 -1.0831
H 3.0569 -0.0427 -0.1228

***

9
Properties=species:S:1:pos:R:3 method="wB97M-V/def2-TZVPD" spin_multiplicity=1 smiles=CN(N)I total_charge=0 orbital_gap_ev=8.59 e_lumo_ha=-0.0077 e_homo_ha=-0.32326 largest_force_ev_per_a=2.50 de_lowest_kj_mol=80.81
C 0.0882 -0.9700 0.2194
N 0.1782 1.4007 0.1066
N 0.7597 0.2610 0.5630
I 2.8234 -0.0223 -0.0152
H 0.5022 -1.8697 0.8312
H -0.8620 -1.0345 0.7170
H -0.0985 -1.0212 -0.9038
H 0.6748 2.1994 0.4928
H 0.3271 1.5158 -0.8822

***

74
Properties=species:S:1:pos:R:3 method="wB97M-V/def2-TZVPD" spin_multiplicity=1 total_charge=-1 orbital_gap_ev=3.58 e_lumo_ha=0.0806 e_homo_ha=-0.05112 largest_force_ev_per_a=8.37
C 5.7213 -1.7998 1.2976
C 4.5723 -1.9236 0.1287
O 4.8833 -2.3712 -1.1076
O 3.1463 -1.5071 0.3408
C 3.1454 -0.0948 -0.1154
C 1.7499 0.7127 0.1812
C 0.3808 -0.0937 -0.2455
C -0.6577 0.1410 1.0040
C -2.1239 -0.5719 0.8307
C -2.7092 -1.1764 -0.6140
C -4.2269 -1.8776 -0.6175
C -5.1420 -1.9916 0.7640
C -4.5411 -1.3587 2.1744
C -3.0600 -0.6559 2.2138
H 6.2067 -0.7194 1.1878
H 6.5168 -2.6580 1.1011
H 5.2738 -1.8367 2.3865
H 3.4239 -0.0157 -1.2494
H 3.9873 0.4449 0.5366
H 1.7352 1.7681 -0.3374
H 1.6765 0.8981 1.3573
H 0.5426 -1.2563 -0.2932
H -0.8008 1.2971 1.2569
H -0.1562 -0.3437 1.9728
H -2.0496 -1.1248 -1.6017
H -4.6280 -2.2985 -1.6379
H -6.2021 -2.5086 0.7795
H -5.1547 -1.3934 3.1706
H -2.6068 -0.2142 3.2261
C 2.3658 -5.0751 -2.8825
C 1.5829 -3.7964 -3.0978
O 1.3674 -3.1446 -1.8549
H 1.8275 -5.7464 -2.2055
H 2.5366 -5.5922 -3.8310
H 3.3339 -4.8629 -2.4173
H 0.6076 -4.0150 -3.5425
H 2.1206 -3.1143 -3.7635
H 2.2394 -2.9473 -1.4721
C -6.8456 -2.6236 6.9738
C -6.2296 -1.3700 6.3878
O -6.9072 -1.0096 5.1931
H -6.7904 -3.4502 6.2579
H -6.3315 -2.9176 7.8933
H -7.9057 -2.4663 7.1974
H -5.1762 -1.5384 6.1455
H -6.2925 -0.5354 7.0927
H -7.8399 -0.8541 5.4205
C -8.4574 0.5442 1.4678
C -7.6994 1.7381 0.9252
O -6.3650 1.7267 1.4105
H -8.4658 0.5589 2.5626
H -9.4897 0.5407 1.1066
H -7.9749 -0.3910 1.1657
H -8.1722 2.6705 1.2477
H -7.6755 1.7236 -0.1687
H -5.9514 0.8987 1.1117
C 4.5890 2.6061 -2.8598
C 3.1226 2.8853 -2.6024
O 2.9473 3.3791 -1.2827
H 4.9733 1.8749 -2.1411
H 4.7408 2.2203 -3.8718
H 5.1842 3.5167 -2.7365
H 2.5346 1.9685 -2.7050
H 2.7342 3.6253 -3.3088
H 3.4666 4.1976 -1.2045
C 8.3815 5.4170 -4.4302
C 7.5474 4.1760 -4.1884
O 6.1673 4.4888 -4.3057
H 8.1215 6.2014 -3.7118
H 9.4483 5.1938 -4.3390
H 8.1905 5.8237 -5.4286
H 7.7249 3.7856 -3.1820
H 7.7924 3.3916 -4.9110
H 6.0187 4.8267 -5.2054

***

7
Properties=species:S:1:pos:R:3 method="wB97M-V/def2-TZVPD" spin_multiplicity=1 total_charge=0 orbital_gap_ev="7.94 / 8.83" e_lumo_ha="-0.0196 / -0.0048" e_homo_ha="-0.31129 / -0.32951" largest_force_ev_per_a=2.95 de_lowest_kj_mol=277.88
C 0.9770 0.4737 0.1290
N -0.7989 -0.9038 -0.4027
Br -1.9528 -1.2174 0.9252
H 0.3663 1.3476 0.1594
H 1.4767 0.3015 1.0623
H 1.3342 0.2775 -0.8342
H -1.4025 -0.2792 -1.0390

***

19
Properties=species:S:1:pos:R:3 method="wB97M-V/def2-TZVPD" spin_multiplicity=1 smiles=NCNCCO.O total_charge=0 orbital_gap_ev=9.71 e_lumo_ha=0.0290 e_homo_ha=-0.32800 largest_force_ev_per_a=1.49 de_lowest_kj_mol=157.89
C -0.7348 -0.2288 0.3162
C -1.2897 -0.4966 1.6890
O -0.2969 -0.1835 2.6313
N 0.5320 -0.9544 0.1312
C 1.5093 -0.2854 -0.7124
N 2.0898 0.9567 -0.1739
H -0.6306 0.8284 0.0461
H -1.4723 -0.5357 -0.4176
H -2.2542 -0.0082 1.8799
H -1.5823 -1.5818 1.6875
H -0.6804 -0.1170 3.5096
H 0.9509 -0.9790 1.0526
H 0.9877 -0.0458 -1.6240
H 2.4117 -0.9023 -0.8631
H 1.6169 1.8304 -0.4583
H 3.0521 1.0276 -0.5114
H -0.7691 0.1308 -2.5895
H -2.1691 0.6057 -2.8460
O -1.2711 0.9388 -2.7472

***

180
Properties=species:S:1:pos:R:3 method="wB97M-V/def2-TZVPD" spin_multiplicity=1 total_charge=0 orbital_gap_ev=8.96 e_lumo_ha=0.0058 e_homo_ha=-0.32347 largest_force_ev_per_a=3.35 de_lowest_kj_mol=138.99
C 9.7993 15.4929 19.5769
C 11.2848 15.1976 19.6700
O 11.7015 14.1227 19.1774
N 12.0234 16.0461 20.3987
C 11.6054 17.3687 20.7589
H 9.2804 14.8032 18.9476
H 9.6196 16.5102 19.2623
H 9.4188 15.3832 20.5978
H 13.0042 15.9072 20.3539
H 10.6576 17.2503 21.2491
H 11.4316 18.0375 19.9033
H 12.3769 17.9220 21.3931
C 10.9788 10.2481 19.3535
C 10.3860 10.6435 18.0846
O 9.6829 9.8971 17.3833
N 10.4533 11.9660 17.7053
C 9.6831 12.2714 16.4713
H 11.8998 10.7437 19.6088
H 11.0896 9.1955 19.3286
H 10.3370 10.5547 20.1639
H 11.0732 12.6624 18.1047
H 10.0697 11.7359 15.5907
H 9.7737 13.3205 16.2773
H 8.6157 12.0389 16.5557
C 20.6310 13.3438 17.9289
C 20.8477 11.9015 17.9265
O 21.2095 11.4029 19.0269
N 20.6209 11.2120 16.8361
C 20.7456 9.7826 16.6651
H 19.7269 13.6664 17.3613
H 21.4251 13.9076 17.4698
H 20.5359 13.6775 18.9197
H 20.1123 11.6073 16.0426
H 21.5593 9.4882 17.3107
H 21.0470 9.6017 15.6442
H 19.8504 9.2035 16.7963
C 14.8053 17.6588 18.1871
C 15.5981 16.6437 17.4860
O 15.5950 16.5559 16.2563
N 16.3144 15.8196 18.2425
C 17.2695 14.8719 17.7060
H 14.9982 18.6379 17.7013
H 15.0643 17.8193 19.2432
H 13.7115 17.5503 18.1727
H 16.3051 16.1323 19.2204
H 18.0488 14.6725 18.4853
H 17.7374 15.3009 16.8347
H 16.8451 13.9006 17.3773
C 10.7015 6.8621 9.7072
C 10.6237 8.3470 9.5694
O 11.4217 8.9450 8.8567
N 9.6426 8.9399 10.2546
C 9.6973 10.3318 10.4970
H 9.7567 6.5570 10.1720
H 11.4337 6.6117 10.4496
H 10.8725 6.3680 8.7659
H 9.2278 8.3314 10.9282
H 9.9601 10.8559 9.5379
H 10.5212 10.5752 11.1910
H 8.7434 10.5917 10.9798
C 11.7334 7.5132 14.8365
C 10.5355 7.9862 13.9876
O 10.2933 7.5720 12.8539
N 9.6759 8.8429 14.6145
C 8.3084 9.2426 14.2007
H 11.4815 6.4880 15.0664
H 11.7357 8.1082 15.7434
H 12.6263 7.5839 14.2098
H 9.8962 9.1490 15.5833
H 7.9038 9.8229 15.0065
H 7.6479 8.3710 14.0479
H 8.2811 9.8708 13.3357
C 17.5660 11.4305 18.8195
C 17.8448 9.9738 19.0032
O 17.0236 9.1729 18.5150
N 19.0214 9.5647 19.5428
C 19.3533 8.2001 19.5695
H 16.5530 11.6363 19.0740
H 17.6799 11.5781 17.7463
H 18.2939 12.0631 19.3640
H 19.8751 10.2367 19.5605
H 18.6339 7.6016 20.0841
H 20.3155 8.0369 20.0717
H 19.4296 7.8151 18.5378
C 10.6824 19.0176 11.7833
C 10.6178 17.6610 12.5087
O 9.7163 17.4502 13.3240
N 11.5710 16.7684 12.2475
C 12.5383 16.8178 11.1640
H 9.7157 19.4777 11.9365
H 10.9291 18.8410 10.7304
H 11.5186 19.5384 12.2871
H 11.7613 16.0617 12.9202
H 13.2091 17.6702 11.2408
H 12.0263 16.8594 10.1751
H 13.0856 15.8994 11.0936
C 12.9557 12.1996 8.8568
C 13.7803 11.5443 9.9650
O 14.7072 12.1828 10.5392
N 13.2907 10.3406 10.3321
C 13.8281 9.4838 11.3768
H 11.8273 12.2142 9.0060
H 13.1965 11.8712 7.8031
H 13.2039 13.2841 8.9695
H 12.6574 9.8615 9.6786
H 14.7103 8.9200 11.0952
H 13.0629 8.7977 11.7391
H 14.0807 10.1653 12.2042
C 14.0714 19.1589 14.9495
C 12.7938 18.8389 15.6597
O 12.1667 19.6879 16.2838
N 12.3985 17.5739 15.5236
C 11.2121 17.1614 16.3155
H 14.6755 18.2830 15.1041
H 14.5540 20.0719 15.3478
H 13.8598 19.2998 13.8722
H 12.9623 16.7948 15.0995
H 11.1367 16.0674 16.1187
H 10.3403 17.7380 15.9791
H 11.3693 17.3877 17.3739
C 16.8541 13.1509 14.1738
C 18.1782 12.5653 13.7418
O 18.9714 12.0420 14.5509
N 18.3603 12.5345 12.4204
C 17.5574 13.1276 11.3953
H 16.8007 14.2527 14.0126
H 16.6680 13.0162 15.2761
H 16.0305 12.8324 13.5708
H 19.1308 12.0619 12.0502
H 18.1689 13.7672 10.7116
H 16.7224 13.6445 11.7856
H 17.2240 12.3345 10.7212
C 16.6420 8.9839 15.2246
C 15.3622 9.6960 15.4914
O 14.8499 10.4057 14.6070
N 14.8343 9.4667 16.6947
C 13.4847 9.8351 17.1285
H 16.9880 8.4543 16.1548
H 17.3582 9.7500 14.8644
H 16.4587 8.2030 14.4815
H 15.5409 9.1625 17.4153
H 13.1876 9.1576 17.9166
H 12.8658 9.7487 16.2247
H 13.3759 10.8695 17.5709
C 7.5616 15.8878 15.2203
C 7.6884 14.6207 14.4243
O 6.9234 13.6395 14.6125
N 8.7577 14.5607 13.5692
C 9.1041 13.4119 12.8309
H 8.3986 16.5898 15.0409
H 7.7024 15.6225 16.2812
H 6.6111 16.3228 14.9500
H 9.3527 15.4287 13.4721
H 9.3922 13.6637 11.8018
H 8.2296 12.7787 12.8762
H 9.9677 12.8357 13.2516
C 12.8610 12.8426 12.9643
C 12.9600 13.6799 14.2435
O 12.5567 14.8643 14.2097
N 13.3401 13.0576 15.3271
C 13.4300 13.7049 16.6408
H 12.3703 11.8841 13.1160
H 13.8823 12.6085 12.6594
H 12.5209 13.3946 12.1202
H 13.5674 12.0750 15.2695
H 13.1385 13.0611 17.4047
H 12.6705 14.5059 16.7103
H 14.4263 14.0574 16.8370
C 13.9434 12.9888 20.6846
C 14.9066 14.1252 21.0380
O 14.6314 15.3152 21.0367
N 16.1800 13.7325 21.4268
C 17.1609 14.6060 21.9943
H 14.4365 12.0283 20.8336
H 13.6339 13.1420 19.6477
H 13.0789 13.0981 21.3575
H 16.3850 12.7537 21.3352
H 18.1757 14.2681 21.7793
H 17.1091 14.7447 23.0889
H 16.9729 15.6160 21.5678

***

64
Properties=species:S:1:pos:R:3 method="wB97M-V/def2-TZVPD" spin_multiplicity=3 s_squared=2.01 total_charge=0 orbital_gap_ev="5.04 / 6.46" e_lumo_ha="-0.0213 / -0.0401" e_homo_ha="-0.20643 / -0.27743" largest_force_ev_per_a=5.36 de_lowest_kj_mol=106.97
C 0.1847 -0.9686 3.5434
C -1.3344 -1.7986 2.2523
H 1.0762 -1.6495 3.6420
H -0.4927 -1.4920 4.1860
H 0.1004 0.1413 3.6060
H -1.1372 -2.8053 2.0226
H -1.8432 -1.8802 3.2599
H -1.8795 -0.9604 1.8029
C 3.0057 -1.8496 -0.2373
C 3.7434 -2.2084 -1.3495
C 3.1259 -2.9074 -2.3633
C 1.7744 -3.1578 -2.2178
H 3.4637 -1.3458 0.6328
H 4.7640 -1.9349 -1.3542
H 3.6738 -3.2358 -3.2223
H 1.2647 -3.6916 -2.9657
N 1.6966 -2.0551 -0.1427
C 1.0454 -2.7198 -1.1118
C -0.4220 -2.8800 -1.0833
N -1.0845 -2.2390 -0.1080
C -2.4237 -2.2111 -0.0581
C -2.5584 -3.4897 -2.0251
C -3.2058 -2.8216 -1.0081
H -2.9720 -1.6912 0.7378
H -4.2870 -2.7147 -0.8885
C -1.1840 -3.5386 -2.0698
H -0.6325 -4.0644 -2.8447
H -3.1484 -3.9887 -2.7924
Pt 0.4973 -1.2892 1.6479
I 3.0535 -0.3171 2.6469
C -0.6592 3.6415 4.1202
C -1.5969 2.6706 3.7552
C -1.3902 1.8986 2.6016
C -0.2037 2.0586 1.8480
C 0.6845 3.0755 2.1920
C 0.4710 3.8511 3.3239
Si 0.1600 0.8904 0.4327
C -1.3802 1.0300 -0.6601
C -1.5837 0.1797 -1.7456
C -2.6824 0.2925 -2.5766
C -3.6016 1.3230 -2.3740
C -3.3980 2.2404 -1.3398
C -2.2812 2.1085 -0.4847
C 1.5509 1.4131 -0.7104
C 1.3632 1.4790 -2.1033
C 2.4154 1.8434 -2.9549
C 3.6805 2.1488 -2.4299
C 3.8669 2.1084 -1.0398
C 2.8006 1.7830 -0.2034
H -0.8123 4.2246 5.0334
H -2.4913 2.4949 4.3579
H -2.1462 1.1828 2.3004
H 1.5679 3.2545 1.5612
H 1.2001 4.6267 3.5995
H -0.8334 -0.6079 -1.9542
H -2.8338 -0.4345 -3.3973
H -4.4779 1.4198 -3.0266
H -4.0887 3.0660 -1.1769
H -2.1200 2.8344 0.2933
H 0.3939 1.2687 -2.5354
H 2.2446 1.8829 -4.0227
H 4.4977 2.4109 -3.0883
H 4.8387 2.3238 -0.6079
H 2.9802 1.7808 0.8747

***

16
Properties=species:S:1:pos:R:3 method="wB97M-V/def2-TZVPD" spin_multiplicity=1 smiles=OCCC1CC1 total_charge=0 orbital_gap_ev=10.94 e_lumo_ha=0.0412 e_homo_ha=-0.36081 largest_force_ev_per_a=1.87 de_lowest_kj_mol=170.80
O 2.1323 0.9843 -0.0756
C 1.9101 -0.4124 -0.0775
C 0.4776 -0.7688 -0.4274
C -0.5492 -0.1835 0.5239
C -1.9205 -0.1681 -0.0463
C -1.1504 1.1314 0.1241
H 1.6095 1.3559 0.6472
H 2.1543 -0.8589 0.9006
H 2.6002 -0.8348 -0.8154
H 0.3527 -1.8605 -0.4071
H 0.2482 -0.4488 -1.4539
H -0.4024 -0.4759 1.5668
H -2.1562 -0.4795 -1.0572
H -2.6958 -0.2850 0.7077
H -0.6684 1.6112 -0.7176
H -1.9419 1.6933 0.6076